# 1
ORCA calculation (ωB97M-V with the def2-TZVPD basis set) on a cluster of 16 separate species, C64H157N3O18 in total in a non-equilibrium geometry.

The geometry in ORCA input format:
```
! RIJCOSX wB97M-V def2-TZVPD def2/J DEFGRID3
* xyz 0 1
C 1.50707 2.66756 6.73311
C 0.05963 2.53567 6.54580
O -0.40673 2.44809 5.16269
O 2.18369 1.37687 6.69799
H 1.65692 3.10869 7.72895
H 1.89831 3.38890 5.97348
H -0.42909 3.39797 7.01413
H -0.33205 1.65878 7.09262
H -0.05080 1.63582 4.71555
H 1.61407 0.78690 7.21680
C 4.53968 1.93860 -2.58942
C 4.05513 0.52621 -2.89355
O 3.73367 -0.09336 -1.65528
O 4.96532 2.55625 -3.76791
H 5.37794 1.92318 -1.88649
H 3.73377 2.47371 -2.22111
H 4.80252 0.00659 -3.51279
H 3.14529 0.58482 -3.55003
H 4.60395 -0.21769 -1.14884
H 4.14487 2.80680 -4.26750
C -5.54463 -1.74914 -0.80489
C -5.30079 -1.89931 0.75676
C -6.57071 -2.33367 1.38247
C -6.95993 -3.82488 1.13163
C -5.78719 -4.73371 1.43761
C -4.44070 -4.34095 0.84740
N -4.21588 -2.84103 1.11194
O -2.98063 -2.33729 0.59068
C -3.40332 -5.17250 1.58965
C -4.34876 -4.76906 -0.60262
C -4.90332 -0.47149 1.11646
H -4.60018 -1.54528 -1.29691
H -6.21311 -0.95438 -1.08198
H -5.96979 -2.62421 -1.29029
H -6.50126 -2.17060 2.45908
H -7.41291 -1.82236 0.95502
H -7.29115 -3.85644 0.07590
H -7.77150 -4.19746 1.67145
H -6.11660 -5.75150 1.13274
H -5.61214 -4.80172 2.52888
H -3.40633 -4.80539 2.60438
H -3.64676 -6.20692 1.65334
H -2.38271 -5.00150 1.15390
H -4.47353 -5.85857 -0.61396
H -5.08148 -4.34477 -1.29980
H -3.35474 -4.62181 -0.98524
H -5.82693 0.12896 0.93354
H -4.04854 -0.12981 0.58568
H -4.71640 -0.37929 2.21799
H -2.44573 -1.91365 1.28045
C -1.38885 -3.64942 -3.39760
C -2.44347 -2.78422 -4.10855
C -2.47512 -1.36429 -3.39953
C -3.27531 -0.36611 -4.24677
C -2.68068 -0.33262 -5.65896
C -2.64609 -1.69194 -6.45903
N -1.87500 -2.52998 -5.50705
O -1.70862 -3.81827 -6.09082
C -4.08151 -2.16427 -6.80330
C -1.81795 -1.56487 -7.70828
C -3.84333 -3.46904 -4.08701
H -0.38792 -3.28284 -3.76816
H -1.35320 -4.71212 -3.69292
H -1.52381 -3.65934 -2.29138
H -2.96462 -1.54021 -2.42192
H -1.45560 -0.99444 -3.25359
H -3.14707 0.59509 -3.79343
H -4.38926 -0.58562 -4.20935
H -1.63778 0.02450 -5.50558
H -3.22611 0.41962 -6.29319
H -4.76496 -2.02381 -5.96055
H -4.53284 -1.63814 -7.65452
H -4.06754 -3.16676 -7.14666
H -0.78875 -1.38020 -7.37402
H -1.75025 -2.51252 -8.17058
H -2.21309 -0.84458 -8.44625
H -3.96209 -4.08476 -3.19502
H -4.15460 -4.02078 -4.95552
H -4.55621 -2.69492 -3.91010
H -0.74081 -3.91280 -6.01719
C 0.45749 -0.54046 -1.06198
C -0.11872 0.80590 -0.45544
C -1.23093 0.47550 0.58652
C -0.75787 -0.25173 1.80684
C 0.36822 0.51066 2.47453
C 1.55571 0.75361 1.51966
N 0.90397 1.46427 0.33779
O 1.85168 2.07564 -0.53683
C 2.50513 1.71217 2.19293
C 2.40428 -0.51299 1.33540
C -0.75255 1.67332 -1.56149
H -0.15685 -0.65867 -1.96646
H 0.30917 -1.38324 -0.39335
H 1.52307 -0.45696 -1.31631
H -1.63728 1.41323 0.91475
H -1.98197 -0.05545 0.00920
H -0.35402 -1.24636 1.56230
H -1.49220 -0.40686 2.58382
H 0.73233 -0.04859 3.33403
H -0.04027 1.42894 2.74860
H 1.91305 2.60707 2.33326
H 2.81452 1.32802 3.14768
H 3.34524 2.09936 1.56180
H 1.89281 -1.43103 1.07371
H 3.15091 -0.36864 0.55550
H 2.90684 -0.66270 2.25724
H -0.11810 1.79098 -2.44385
H -0.97057 2.68845 -1.29392
H -1.71535 1.27357 -1.93270
H 2.32840 1.26316 -0.99516
C 3.31103 6.25929 -2.18785
C 3.25951 5.23616 -1.03930
C 3.67501 5.72351 0.27379
O 1.79403 4.93497 -1.03180
H 4.21141 6.79669 -2.37585
H 2.46949 6.90251 -2.06186
H 3.05867 5.74670 -3.13607
H 3.76508 4.30828 -1.36135
H 3.30244 5.08841 1.09187
H 3.17410 6.67623 0.37353
H 4.76601 5.90351 0.28520
H 1.67027 3.97892 -0.84215
C -1.03847 -3.24148 3.84404
C -1.84337 -2.14297 4.56555
C -2.73538 -2.68239 5.69824
O -0.90810 -1.20751 5.11768
H -1.75951 -3.81168 3.28606
H -0.41379 -3.76711 4.57649
H -0.52905 -2.73226 3.06118
H -2.53328 -1.54989 3.89436
H -2.87446 -1.79243 6.32152
H -2.17564 -3.49221 6.20046
H -3.65555 -3.08426 5.25196
H -1.42500 -0.38769 5.20143
C -4.42138 3.93133 -2.63901
C -5.54216 3.27334 -1.79819
C -5.77209 1.78340 -2.08862
O -5.23467 3.64121 -0.44551
H -4.79671 4.04587 -3.66057
H -3.53041 3.33885 -2.55622
H -4.10927 4.85708 -2.17818
H -6.52628 3.79714 -1.95271
H -6.25019 1.71318 -3.09090
H -6.39429 1.37861 -1.30286
H -4.87752 1.21743 -2.02755
H -5.70324 3.13300 0.14532
C 6.88880 -2.19104 -0.78549
C 7.36823 -0.71444 -0.49866
C 7.88878 -0.10241 -1.78304
O 6.15012 -0.01867 -0.16640
H 6.62924 -2.66310 0.14202
H 7.68516 -2.83763 -1.16682
H 5.92174 -2.22104 -1.32140
H 8.13248 -0.66949 0.35716
H 8.70642 -0.68246 -2.13367
H 8.25709 0.88380 -1.41980
H 7.02191 -0.09168 -2.44528
H 6.05891 0.08668 0.85590
C 2.63788 -5.58720 0.10759
C 1.80785 -4.33255 0.33672
C 0.30474 -4.60145 0.06788
O 1.88485 -3.92843 1.71442
H 3.72751 -5.44491 0.04338
H 2.36546 -6.06691 -0.84976
H 2.46350 -6.33098 0.89402
H 2.22943 -3.59095 -0.36202
H -0.25928 -3.64880 0.20724
H 0.04256 -5.34855 0.79220
H 0.02172 -5.08017 -0.90213
H 2.47683 -3.18903 1.76878
C -1.53306 5.39000 -0.38904
C -1.09898 5.98019 1.00973
C -0.98240 4.92142 2.09654
O 0.12780 6.63996 0.82329
H -1.59768 6.15962 -1.16232
H -2.45927 4.76228 -0.37696
H -0.71801 4.68930 -0.45177
H -1.79862 6.77431 1.34044
H -0.37765 4.13394 1.69601
H -1.92781 4.44890 2.33135
H -0.51362 5.31998 3.01781
H 0.65809 6.06094 0.31016
C 3.06188 -3.71529 -4.88354
C 2.25794 -2.45114 -5.05050
C 3.02448 -1.32561 -5.70370
O 1.12569 -2.91951 -5.88413
H 4.04213 -3.61770 -4.42420
H 3.11740 -4.19486 -5.85551
H 2.42006 -4.40183 -4.33333
H 1.93993 -2.14732 -4.03683
H 3.98892 -1.30290 -5.29504
H 2.53797 -0.35356 -5.63760
H 3.25536 -1.56737 -6.79219
H 0.32084 -2.33620 -5.71159
C 0.93717 3.87111 -5.93096
C 0.93975 4.46946 -4.59969
C -0.42193 4.14533 -3.95105
O 1.95592 3.84755 -3.83538
H 1.83263 4.18412 -6.49068
H 0.15425 4.27048 -6.57740
H 0.84785 2.80721 -5.99948
H 1.17280 5.54303 -4.59870
H -0.60027 3.06623 -3.89526
H -1.14997 4.71060 -4.53939
H -0.52948 4.61078 -2.95776
H 1.90034 4.16483 -2.90931
C -4.90397 0.28668 5.76414
C -3.81612 1.30950 6.02579
C -3.60060 1.25966 7.60496
O -2.65741 0.88921 5.39767
H -4.70389 -0.68385 6.25287
H -5.07130 0.19806 4.72128
H -5.79879 0.75784 6.22643
H -4.06831 2.35488 5.73361
H -3.59956 0.19005 7.85836
H -4.29343 1.86417 8.19090
H -2.62800 1.63531 7.90300
H -2.11425 1.67627 5.15940
C 7.87318 1.89217 2.63117
C 6.50585 1.79414 3.29702
C 5.57931 2.99296 3.12799
O 5.87054 0.65231 2.74223
H 7.70915 2.06680 1.53803
H 8.37443 0.95569 2.86585
H 8.42819 2.78029 2.93040
H 6.59083 1.62691 4.38151
H 4.56915 2.83433 3.46449
H 5.47327 3.19931 2.05936
H 5.98936 3.86736 3.63596
H 5.08250 0.41690 3.24601
C 2.43321 -1.96094 5.03810
C 3.78767 -1.41239 5.47253
C 4.83937 -2.27449 4.74916
O 4.03143 -0.06257 4.92338
H 2.20268 -2.84849 5.51943
H 2.55129 -2.21079 3.95926
H 1.56390 -1.31020 5.02664
H 4.10649 -1.51935 6.54681
H 5.83821 -1.96557 5.00831
H 4.68637 -2.37209 3.66144
H 4.74008 -3.24871 5.22671
H 3.44030 0.55680 5.41207
*
```

Output
E_tot = -4050.9966 hartree
Strongest force on any atom = 3.27 eV Å⁻¹
E_LUMO = 0.3899 eV
Orbital gap = 8.91 eV

# 2
ORCA calculation (ωB97M-V with the def2-TZVPD basis set) on a structure of composition C6H11N4 in a non-equilibrium geometry.

The geometry in ORCA input format:
```
! RIJCOSX wB97M-V def2-TZVPD def2/J DEFGRID3
* xyz 1 3
C -1.27148 0.52952 -1.00859
C 0.12122 0.65449 -0.66897
C -2.12429 -0.30895 -0.00521
C -1.27407 -1.52286 0.41381
C -0.08878 -0.95403 1.27180
C 2.28756 1.13955 -0.89923
N 1.04118 1.27747 -1.29643
N -1.64903 1.32733 -1.92636
N 0.64517 0.22749 0.70355
N 1.98953 0.40069 0.79821
H -2.15531 0.38026 0.87848
H -3.09973 -0.60658 -0.48449
H -1.80504 -2.13524 1.12888
H -0.93214 -2.13660 -0.48229
H -0.59012 -0.88223 2.16709
H 0.64381 -1.70209 1.63777
H 2.87436 0.34578 -1.40892
H 2.89931 2.05037 -0.87877
H -2.57731 1.34244 -2.21644
H 2.63495 -0.44574 0.75510
H 2.43022 1.01892 1.52101
*
```

Output
⟨S²⟩ = 2.0224
Energy relative to the best compared isomer or geometry (same formula, charge and spin) = 3.416 eV
E_tot = -453.7516 hartree
Strongest force on any atom = 7.27 eV Å⁻¹
E_LUMO (alpha / beta) = -3.5239 / -7.4963 eV
Orbital gap (alpha / beta) = 7.08 / 5.52 eV

# 3
ORCA calculation (ωB97M-V with the def2-TZVPD basis set) on a structure of composition C4H8OSe in a non-equilibrium geometry.

The geometry in ORCA input format:
```
! RIJCOSX wB97M-V def2-TZVPD def2/J DEFGRID3
* xyz 0 1
C 1.43983 1.02143 0.16990
C -0.88437 -1.54020 -1.19895
C 0.45427 -0.71099 -1.17186
C 0.29273 0.47386 -0.31214
O 2.54024 0.54475 0.46682
Se 0.38728 2.54058 2.36144
H 1.32584 2.00631 0.63504
H -1.62444 -0.94620 -1.75255
H -1.11689 -1.69251 -0.14039
H -0.59248 -2.54912 -1.63373
H 0.85413 -0.36179 -2.16864
H 1.17214 -1.40724 -0.78978
H -0.69747 1.00120 -0.40233
H 1.85607 2.26721 2.97841
*
```

Output
Energy relative to the best compared isomer or geometry (same formula, charge and spin) = 3.693 eV
E_tot = -2633.7032 hartree
Strongest force on any atom = 3.77 eV Å⁻¹
E_LUMO (alpha / beta) = -2.7989 / -2.8001 eV
Orbital gap (alpha / beta) = 5.76 / 5.72 eV

Which value of strongest force on any atom does entry 1 give? 3.27 eV Å⁻¹